ORCA calculation (wB97M-V/def2-TZVPD) on a cluster of 5 separate species, C45H94BN2O9P in total in a non-equilibrium geometry.

Each atom is followed by the atoms it is bonded to, with distances in Å.
Positions of all 152 atoms, in Å:
1 C -4.3232 -1.9866 -2.3975  C2 1.520, H35 1.091, H36 1.087, H37 1.091
2 C -5.0087 -1.7512 -1.0617  C1 1.520, O3 1.432, H38 1.092, H39 1.090
3 O -4.6840 -0.4312 -0.6125  C2 1.432, C4 1.354
4 C -5.2129 -0.0933 0.5874  O3 1.354, O5 1.208, C6 1.502
5 O -6.2618 -0.5386 0.9873  C4 1.208
6 C -4.3928 0.9019 1.3575  C4 1.502, C7 1.537, H40 1.087, H41 1.093
7 C -3.2291 0.2775 2.1429  C6 1.537, C8 1.536, H42 1.091, H43 1.092
8 C -2.2952 -0.5930 1.2896  C7 1.536, N9 1.467, H44 1.093, H45 1.091
9 N -0.9504 -0.7914 1.8409  C8 1.467, C10 1.473, C18 1.476
10 C -0.9618 -1.1841 3.2604  N9 1.473, C11 1.534, H46 1.098, H47 1.091
11 C -1.8189 -2.4175 3.5706  C10 1.534, C12 1.518, H48 1.089, H49 1.092
12 C -1.0885 -3.6958 3.9398  C11 1.518, C13 1.390, C17 1.391
13 C -1.8053 -4.6892 4.5958  C12 1.390, C14 1.384, H50 1.084
14 C -1.2195 -5.8977 4.9316  C13 1.384, C15 1.388, H51 1.082
15 C 0.1079 -6.1359 4.6050  C14 1.388, C16 1.380, H52 1.082
16 C 0.8334 -5.1554 3.9598  C15 1.380, C17 1.387, H53 1.082
17 C 0.2432 -3.9449 3.6265  C12 1.391, C16 1.387, H54 1.082
18 C -0.1415 0.4318 1.6743  N9 1.476, C19 1.556, H55 1.097, H56 1.090
19 C 1.2402 0.2353 0.9869  C18 1.556, O20 1.434, B29 1.603, P32 1.863
20 O 1.2957 0.9237 -0.2696  C19 1.434, C21 1.418
21 C 0.4226 0.4806 -1.2960  O20 1.418, C22 1.531, H57 1.090, H58 1.094
22 C 1.1129 -0.3129 -2.4084  C21 1.531, O23 1.430, H59 1.088, H60 1.091
23 O 1.0157 0.3762 -3.6579  C22 1.430, C24 1.392
24 C 0.0237 -0.0963 -4.5124  O23 1.392, O25 1.399, H61 1.091, H62 1.099
25 O 0.4932 -0.9693 -5.4993  C24 1.399, C26 1.414
26 C 0.6016 -2.3301 -5.1321  O25 1.414, C27 1.519, H63 1.098, H64 1.094
27 C 2.0455 -2.6997 -4.8375  C26 1.519, O28 1.420, H65 1.094, H66 1.090
28 O 2.2465 -4.1044 -4.7764  C27 1.420, H67 0.961
29 B 2.3457 0.9532 1.8986  C19 1.603, O30 1.392, O31 1.361
30 O 2.8980 0.2937 2.9936  B29 1.392, H68 0.962
31 O 2.6831 2.2392 1.6077  B29 1.361, H69 0.964
32 P 1.6940 -1.5715 1.0228  C19 1.863, N33 1.743, O34 1.658
33 N 0.6548 -2.3374 -0.1483  P32 1.743, H70 1.015, H71 1.016
34 O 3.0765 -1.3747 0.1288  P32 1.658, H72 0.963
35 H -4.3919 -1.0772 -2.9960  C1 1.091
36 H -4.7964 -2.8130 -2.9224  C1 1.087
37 H -3.2622 -2.1876 -2.2423  C1 1.091
38 H -4.6985 -2.5013 -0.3312  C2 1.092
39 H -6.0862 -1.8615 -1.1865  C2 1.090
40 H -5.0645 1.3988 2.0530  C6 1.087
41 H -4.0047 1.6552 0.6665  C6 1.093
42 H -3.6427 -0.3067 2.9661  C7 1.091
43 H -2.6413 1.1079 2.5385  C7 1.092
44 H -2.7617 -1.5683 1.1274  C8 1.093
45 H -2.2169 -0.1527 0.2948  C8 1.091
46 H -1.2711 -0.3487 3.9031  C10 1.098
47 H 0.0751 -1.3832 3.5353  C10 1.091
48 H -2.4924 -2.6561 2.7483  C11 1.089
49 H -2.4623 -2.1712 4.4184  C11 1.092
50 H -2.8440 -4.5109 4.8512  C13 1.084
51 H -1.8070 -6.6482 5.4429  C14 1.082
52 H 0.5564 -7.0863 4.8613  C15 1.082
53 H 1.8672 -5.3465 3.7023  C16 1.082
54 H 0.8353 -3.1947 3.1191  C17 1.082
55 H 0.0001 0.8940 2.6595  C18 1.097
56 H -0.6587 1.1733 1.0657  C18 1.090
57 H -0.4198 -0.0816 -0.8926  C21 1.090
58 H 0.0186 1.3755 -1.7776  C21 1.094
59 H 2.1637 -0.4702 -2.1749  C22 1.088
60 H 0.6284 -1.2861 -2.4997  C22 1.091
61 H -0.3718 0.7701 -5.0439  C24 1.091
62 H -0.8067 -0.5527 -3.9549  C24 1.099
63 H -0.0533 -2.5553 -4.2801  C26 1.098
64 H 0.2565 -2.9368 -5.9740  C26 1.094
65 H 2.4019 -2.2032 -3.9298  C27 1.094
66 H 2.6497 -2.3205 -5.6622  C27 1.090
67 H 1.4666 -4.5158 -4.3930  O28 0.961
68 H 3.7392 -0.1362 2.8110  O30 0.962
69 H 3.5659 2.4499 1.9315  O31 0.964
70 H -0.0184 -2.8787 0.3838  N33 1.015
71 H 1.1959 -2.9933 -0.7052  N33 1.016
72 H 3.4724 -2.2285 -0.0743  O34 0.963
73 C -3.7271 -0.7486 -6.6147  C74 1.525, H79 1.092, H80 1.091, H81 1.093
74 C -3.9244 0.3980 -7.6003  C73 1.525, C75 1.528, H82 1.093, H83 1.093
75 C -3.9652 1.7678 -6.9241  C74 1.528, C76 1.531, H84 1.093, H85 1.095
76 C -5.1041 1.9540 -5.9185  C75 1.531, C77 1.528, H86 1.095, H87 1.094
77 C -6.5067 1.7348 -6.4830  C76 1.528, C78 1.526, H88 1.093, H89 1.094
78 C -6.8741 2.7101 -7.5971  C77 1.526, H90 1.092, H91 1.091, H92 1.091
79 H -4.5513 -0.8065 -5.9013  C73 1.092
80 H -3.6759 -1.7051 -7.1368  C73 1.091
81 H -2.7977 -0.6233 -6.0535  C73 1.093
82 H -4.8396 0.2315 -8.1750  C74 1.093
83 H -3.1059 0.3932 -8.3243  C74 1.093
84 H -4.0229 2.5421 -7.6938  C75 1.093
85 H -3.0164 1.9342 -6.4039  C75 1.095
86 H -5.0412 2.9666 -5.5079  C76 1.095
87 H -4.9561 1.2788 -5.0703  C76 1.094
88 H -7.2269 1.8400 -5.6670  C77 1.093
89 H -6.6095 0.7085 -6.8467  C77 1.094
90 H -6.8143 3.7421 -7.2451  C78 1.092
91 H -7.8924 2.5360 -7.9471  C78 1.091
92 H -6.2111 2.6091 -8.4577  C78 1.091
93 C -11.5605 -3.0628 -3.2071  C94 1.526, H99 1.091, H100 1.091, H101 1.092
94 C -10.7809 -2.4732 -2.0354  C93 1.526, C95 1.528, H102 1.094, H103 1.093
95 C -11.0143 -0.9763 -1.8386  C94 1.528, C96 1.530, H104 1.093, H105 1.095
96 C -10.5820 -0.0984 -3.0146  C95 1.530, C97 1.527, H106 1.095, H107 1.094
97 C -9.1132 -0.2381 -3.4098  C96 1.527, C98 1.526, H108 1.094, H109 1.094
98 C -8.1460 0.1616 -2.2993  C97 1.526, H110 1.092, H111 1.092, H112 1.091
99 H -11.2680 -2.6102 -4.1558  C93 1.091
100 H -11.3867 -4.1365 -3.2904  C93 1.091
101 H -12.6335 -2.9077 -3.0767  C93 1.092
102 H -9.7139 -2.6724 -2.1687  C94 1.094
103 H -11.0732 -2.9911 -1.1184  C94 1.093
104 H -10.4957 -0.6541 -0.9316  C95 1.093
105 H -12.0791 -0.8053 -1.6513  C95 1.095
106 H -10.7824 0.9468 -2.7585  C96 1.095
107 H -11.2066 -0.3176 -3.8851  C96 1.094
108 H -8.9294 0.3892 -4.2865  C97 1.094
109 H -8.9048 -1.2648 -3.7244  C97 1.094
110 H -8.3086 1.1976 -1.9951  C98 1.092
111 H -7.1116 0.0724 -2.6391  C98 1.092
112 H -8.2547 -0.4695 -1.4161  C98 1.091
113 C 9.5680 -2.0540 3.4458  C114 1.526, H119 1.091, H120 1.091, H121 1.092
114 C 9.4503 -1.1165 2.2477  C113 1.526, C115 1.528, H122 1.094, H123 1.093
115 C 9.3856 0.3604 2.6337  C114 1.528, C116 1.529, H124 1.094, H125 1.094
116 C 8.1815 0.7472 3.4936  C115 1.529, C117 1.527, H126 1.095, H127 1.093
117 C 6.8216 0.4274 2.8773  C116 1.527, C118 1.527, H128 1.095, H129 1.094
118 C 6.5575 1.1660 1.5672  C117 1.527, H130 1.092, H131 1.093, H132 1.090
119 H 8.7021 -1.9787 4.1054  C113 1.091
120 H 9.6417 -3.0928 3.1217  C113 1.091
121 H 10.4594 -1.8236 4.0328  C113 1.092
122 H 8.5728 -1.3890 1.6545  C114 1.094
123 H 10.3143 -1.2645 1.5951  C114 1.093
124 H 9.3952 0.9656 1.7229  C115 1.094
125 H 10.2973 0.6259 3.1778  C115 1.094
126 H 8.2331 1.8216 3.6989  C116 1.095
127 H 8.2533 0.2540 4.4668  C116 1.093
128 H 6.0458 0.6970 3.6013  C117 1.095
129 H 6.7261 -0.6505 2.7150  C117 1.094
130 H 6.6099 2.2474 1.7130  C118 1.092
131 H 5.5645 0.9220 1.1802  C118 1.093
132 H 7.2761 0.8944 0.7939  C118 1.090
133 C 10.4141 7.1649 4.5638  C134 1.526, H139 1.091, H140 1.091, H141 1.092
134 C 10.3294 6.6915 6.0119  C133 1.526, C135 1.528, H142 1.093, H143 1.093
135 C 10.5548 5.1893 6.1761  C134 1.528, C136 1.529, H144 1.093, H145 1.095
136 C 9.5299 4.3047 5.4648  C135 1.529, C137 1.528, H146 1.095, H147 1.094
137 C 8.0767 4.5442 5.8707  C136 1.528, C138 1.526, H148 1.094, H149 1.093
138 C 7.8017 4.2599 7.3442  C137 1.526, H150 1.092, H151 1.091, H152 1.091
139 H 9.6477 6.7009 3.9412  C133 1.091
140 H 10.2773 8.2450 4.4984  C133 1.091
141 H 11.3886 6.9253 4.1333  C133 1.092
142 H 9.3609 6.9745 6.4331  C134 1.093
143 H 11.0825 7.2197 6.6021  C134 1.093
144 H 10.5693 4.9476 7.2424  C135 1.093
145 H 11.5508 4.9368 5.7990  C135 1.095
146 H 9.7821 3.2566 5.6576  C136 1.095
147 H 9.6212 4.4395 4.3830  C136 1.094
148 H 7.4371 3.8996 5.2611  C137 1.094
149 H 7.7845 5.5711 5.6349  C137 1.093
150 H 8.0519 3.2265 7.5932  C138 1.092
151 H 6.7482 4.4140 7.5809  C138 1.091
152 H 8.3821 4.9136 7.9969  C138 1.091

Its multiplicity is 1. The calculation puts the total energy at -79565.1778 eV. The largest force on an atom comes out at 1.05 eV/A. Its HOMO energy is -8.01 eV. The LUMO energy comes out at 0.18 eV. Its SMILES is CCOC(=O)CCCN(CCc1ccccc1)C[C@@](OCCOCOCCO)(B(O)O)P(N)O.CCCCCC.CCCCCC.CCCCCC.CCCCCC.